*w*
Computed, not measured: one molecule with the formula C25H32N2O2, with ωB97M-V/def2-TZVPD.

LUMO = 0.86 eV
gap between HOMO and LUMO = 9.047 eV
E_HOMO = -0.3008 hartree
structure (SMILES) = OCCC#Cc1ccc(CN2CCN(CCc3ccccc3)[C@H](CCO)C2)cc1

```
! wB97M-V def2-TZVPD RIJCOSX def2/J DEFGRID3
* xyz 0 1
O -6.880 -2.519 1.593
H -7.573 -1.939 1.928
C -7.064 -2.700 0.212
H -7.948 -3.329 0.021
C -7.218 -1.382 -0.563
C -6.040 -0.549 -0.434
C -5.048 0.116 -0.289
C -3.886 0.909 -0.137
C -2.868 0.503 0.726
C -1.738 1.279 0.876
C -1.590 2.466 0.165
C -2.604 2.865 -0.696
C -3.745 2.100 -0.847
H -4.531 2.417 -1.518
H -2.500 3.785 -1.256
C -0.355 3.305 0.348
N 0.831 2.480 0.490
C 1.992 3.232 0.907
C 3.131 2.251 1.154
N 3.450 1.544 -0.071
C 4.744 0.903 -0.028
H 5.467 1.702 0.170
C 4.982 -0.204 1.034
C 4.295 -1.499 0.722
C 3.188 -1.925 1.446
C 2.542 -3.106 1.124
C 3.000 -3.886 0.074
C 4.116 -3.484 -0.641
C 4.757 -2.301 -0.318
H 5.634 -1.996 -0.874
H 4.489 -4.094 -1.451
H 2.496 -4.807 -0.178
H 1.680 -3.420 1.694
H 2.827 -1.327 2.270
H 4.663 0.164 2.010
H 6.061 -0.375 1.074
H 4.969 0.505 -1.019
C 2.289 0.776 -0.518
C 1.137 1.764 -0.732
H 0.243 1.213 -1.024
H 1.413 2.462 -1.544
C 2.567 0.007 -1.814
H 2.875 0.707 -2.593
H 3.380 -0.700 -1.643
C 1.366 -0.800 -2.319
O 0.788 -1.620 -1.335
H 1.478 -2.172 -0.944
H 0.562 -0.147 -2.664
H 1.696 -1.409 -3.176
H 1.968 0.059 0.257
H 4.019 2.795 1.485
H 2.815 1.564 1.958
H 1.761 3.767 1.832
H 2.303 3.966 0.142
H -0.460 3.889 1.270
H -0.260 4.021 -0.490
H -0.943 0.969 1.536
H -2.976 -0.422 1.273
H -7.390 -1.610 -1.618
H -8.089 -0.835 -0.185
H -6.175 -3.234 -0.133
*
```

---

*x*
Computed, not measured: one molecule with the formula C25H32N2O2, with ωB97M-V/def2-TZVPD.

LUMO = 0.73 eV
gap between HOMO and LUMO = 9.163 eV
E_HOMO = -0.3097 hartree
structure (SMILES) = CCc1ccc(CN2CCC(Oc3ccc(C(=O)N4CCCC4)cc3)CC2)cc1

```
! wB97M-V def2-TZVPD RIJCOSX def2/J DEFGRID3
* xyz 0 1
C 0.336 7.419 3.498
H 0.019 6.530 4.040
H 1.304 7.736 3.879
H -0.380 8.214 3.697
C 0.398 7.145 2.001
C 1.280 5.994 1.589
C 1.206 5.535 0.276
C 2.000 4.496 -0.165
C 2.892 3.873 0.701
C 2.966 4.323 2.009
C 2.175 5.373 2.447
H 2.264 5.697 3.472
H 3.652 3.851 2.700
C 3.752 2.743 0.205
N 2.972 1.792 -0.567
C 3.802 0.840 -1.277
C 2.947 -0.012 -2.208
H 3.571 -0.727 -2.745
H 2.449 0.629 -2.937
C 1.877 -0.754 -1.409
C 1.065 0.274 -0.619
C 1.997 1.104 0.256
H 2.492 0.446 0.998
H 1.420 1.854 0.802
H 0.310 -0.216 -0.002
H 0.557 0.930 -1.327
H 2.368 -1.458 -0.721
O 1.077 -1.463 -2.340
C 0.269 -2.472 -1.926
C -0.493 -3.076 -2.931
C -1.343 -4.119 -2.639
C -1.472 -4.579 -1.332
C -0.706 -3.991 -0.337
C 0.158 -2.949 -0.623
H 0.742 -2.525 0.179
H -0.770 -4.360 0.677
C -2.379 -5.731 -1.031
O -2.157 -6.864 -1.420
N -3.460 -5.424 -0.284
C -3.906 -4.082 0.048
C -5.264 -4.292 0.722
H -5.132 -4.415 1.797
C -5.762 -5.601 0.109
H -6.169 -5.419 -0.887
C -4.479 -6.417 0.011
H -4.251 -6.911 0.963
H -4.487 -7.173 -0.776
H -6.521 -6.089 0.715
H -5.940 -3.458 0.548
H -4.004 -3.482 -0.865
H -3.195 -3.579 0.708
H -1.917 -4.586 -3.425
H -0.388 -2.707 -3.939
H 4.353 0.181 -0.578
H 4.537 1.395 -1.867
H 4.265 2.259 1.057
H 4.523 3.153 -0.458
H 1.930 4.144 -1.182
H 0.514 6.006 -0.409
H -0.613 6.947 1.633
H 0.751 8.046 1.488
*
```

---

*x* is preferred energetically. Next in line: 0.0940 hartree higher.

---

*w*
Computed, not measured: a 2-piece molecular cluster, C2HN2OP overall, with ωB97M-V/def2-TZVPD.

LUMO (spin up / spin down) = -4.33 / -4.33 eV
gap between HOMO and LUMO (spin up / spin down) = 6.122 / 6.133 eV
E_HOMO (spin up / spin down) = -0.3840 / -0.3844 hartree

```
! wB97M-V def2-TZVPD RIJCOSX def2/J DEFGRID3
* xyz 0 1
C -2.979 1.213 -0.251
C -2.727 -1.278 0.307
N -3.331 2.125 0.334
N -2.951 -2.041 1.120
O -0.137 0.464 0.348
P -2.562 -0.257 -1.161
H -0.708 0.774 1.059
*
```

---

*x*
Computed, not measured: one molecule with the formula C2HN2OP, with ωB97M-V/def2-TZVPD.

LUMO = -1.07 eV
gap between HOMO and LUMO = 10.685 eV
E_HOMO = -0.4318 hartree
structure (SMILES) = N#CP(O)C#N

```
! wB97M-V def2-TZVPD RIJCOSX def2/J DEFGRID3
* xyz 0 1
C 1.078 0.505 -0.932
C -1.251 -0.015 -0.400
N 1.729 1.072 -1.655
N -2.174 0.601 -0.697
O 0.130 -0.281 1.608
P 0.322 -0.858 -0.071
H 0.166 -1.025 2.149
*
```

---

*x* is preferred energetically. Next in line: 0.1461 hartree higher.

---

*w*
Computed, not measured: a 4-piece molecular cluster, C6H21NO5 overall, with ωB97M-V/def2-TZVPD.

LUMO = 0.56 eV
gap between HOMO and LUMO = 9.362 eV
E_HOMO = -0.3234 hartree
structure (SMILES) = COCCNCCOC.O.O.O

```
! wB97M-V def2-TZVPD RIJCOSX def2/J DEFGRID3
* xyz 0 1
O 3.691 2.447 1.474
H 3.336 1.733 2.004
H 4.613 2.221 1.353
O 4.819 3.627 -1.823
H 4.038 3.332 -1.354
H 4.479 4.144 -2.553
O 1.728 2.784 -0.579
H 2.545 2.880 -0.091
H 1.318 2.001 -0.210
C -0.214 -3.023 -0.328
O -0.530 -3.229 1.095
C -1.860 -2.984 1.370
C -2.011 -1.781 2.234
N -1.419 -0.575 1.569
C -2.230 -0.073 0.520
C -1.572 1.120 -0.257
O -0.315 0.795 -0.896
C -0.291 0.676 -2.372
H -1.035 -2.958 -1.043
H 0.389 -3.876 -0.638
H 0.423 -2.142 -0.407
H -2.242 -3.890 1.842
H -2.532 -3.002 0.512
H -1.418 -2.016 3.118
H -3.028 -1.547 2.548
H -0.598 -0.986 1.151
H -3.306 -0.019 0.688
H -2.341 -0.849 -0.237
H -1.487 1.975 0.414
H -2.356 1.417 -0.953
H -1.055 -0.023 -2.713
H 0.664 0.184 -2.559
H -0.205 1.638 -2.878
*
```

---

*x*
Computed, not measured: a 5-piece molecular cluster, C6H21NO5 overall, with ωB97M-V/def2-TZVPD.

LUMO = 0.54 eV
gap between HOMO and LUMO = 8.774 eV
E_HOMO = -0.3024 hartree
structure (SMILES) = C=CC[C@H](CO)NC.O.O.O.O

```
! wB97M-V def2-TZVPD RIJCOSX def2/J DEFGRID3
* xyz 0 1
C 0.637 1.095 -2.509
N 0.137 0.851 -1.146
C -0.128 -0.536 -0.831
C -1.093 -0.733 0.362
C -2.305 0.120 0.114
C -3.398 -0.167 -0.586
C 1.156 -1.273 -0.369
O 2.134 -1.557 -1.361
H 1.629 1.556 -2.471
H 0.801 0.123 -2.972
H -0.063 1.726 -3.053
H 0.590 1.398 -0.433
H -0.492 -1.040 -1.720
H -0.757 -0.539 1.381
H -1.470 -1.764 0.305
H -2.281 1.181 0.365
H -4.086 0.609 -0.887
H -3.630 -1.174 -0.916
H 0.895 -2.209 0.107
H 1.644 -0.642 0.386
H 2.502 -0.747 -1.718
H 1.630 0.935 3.423
H 1.610 -0.411 2.848
O 0.990 0.280 3.111
H 2.476 2.827 0.520
H 1.138 2.500 1.293
O 2.051 2.190 1.094
H -0.345 1.789 2.503
H -0.813 2.303 1.215
O -0.406 2.628 2.017
H -0.426 -4.138 -0.772
H -1.226 -3.239 -1.648
O -1.005 -3.367 -0.719
*
```

---

*x* is preferred energetically. Next in line: 0.0315 hartree higher.

---

*w*
Computed, not measured: a 15-piece molecular cluster, H30O15 overall, with ωB97M-V/def2-TZVPD.

LUMO = -0.44 eV
gap between HOMO and LUMO = 9.672 eV
E_HOMO = -0.3715 hartree

```
! wB97M-V def2-TZVPD RIJCOSX def2/J DEFGRID3
* xyz 0 1
H 0.133 -1.022 0.387
H -0.790 0.180 0.506
H 2.910 -0.955 5.216
H 2.896 -0.689 3.720
H -1.772 -5.386 2.447
H -0.392 -4.778 2.633
H -3.863 2.406 1.078
H -3.789 1.593 -0.204
H 1.481 -0.283 -2.080
H 2.235 -1.588 -1.884
H -1.203 -2.057 0.319
H -1.317 -2.825 -0.988
H 2.984 3.013 -0.483
H 2.073 2.853 -1.690
H 0.584 3.581 -1.361
H 0.721 4.990 -1.915
H 1.785 3.391 1.716
H 3.182 3.270 2.305
H -0.763 -1.239 1.742
H -1.300 -1.555 3.129
H 0.045 -4.117 0.798
H 0.869 -5.155 0.053
H -0.364 -4.278 -3.705
H 0.634 -3.267 -3.164
H -1.266 0.656 -1.067
H 0.132 0.760 -1.653
H -3.121 4.382 0.873
H -1.627 4.138 0.748
H -0.631 2.221 -3.173
H -0.645 0.772 -3.629
O -0.019 -0.142 0.025
O 3.272 -1.279 4.383
O -0.979 -5.138 1.959
O -3.653 1.525 0.748
O 2.203 -0.675 -1.576
O -1.769 -2.162 -0.454
O 2.941 2.602 -1.354
O 0.346 4.497 -1.176
O 2.345 3.734 2.422
O -0.835 -0.873 2.631
O 0.490 -4.274 -0.043
O -0.137 -3.342 -3.737
O -0.793 0.944 -1.855
O -2.392 3.906 1.286
O -0.841 1.665 -3.932
*
```

---

*x*
Computed, not measured: a 15-piece molecular cluster, H30O15 overall, with ωB97M-V/def2-TZVPD.

LUMO = -0.73 eV
gap between HOMO and LUMO = 9.982 eV
E_HOMO = -0.3936 hartree

```
! wB97M-V def2-TZVPD RIJCOSX def2/J DEFGRID3
* xyz 0 1
O -0.399 2.138 -1.927
H -0.569 2.831 -2.556
H -0.703 2.477 -1.093
O 1.186 0.955 2.217
H 1.654 1.213 2.980
H 0.545 0.374 2.577
O -1.893 0.396 1.831
H -1.448 -0.226 2.424
H -2.621 0.014 1.230
O 3.858 0.198 1.833
H 2.923 0.012 1.722
H 4.278 0.442 1.042
O -3.797 -0.026 0.005
H -3.424 0.635 -0.548
H -4.426 0.544 0.466
O 3.177 -0.294 -1.823
H 2.311 -0.479 -2.249
H 3.258 0.609 -1.442
O 1.837 -3.040 2.769
H 1.176 -3.704 2.487
H 1.848 -2.322 2.080
O 0.690 -0.681 -2.973
H 0.083 -0.183 -3.498
H 0.192 -0.593 -2.137
O -2.397 0.505 -2.304
H -2.684 1.048 -3.051
H -1.650 0.932 -1.949
O 2.208 -1.452 0.464
H 2.713 -0.930 -0.155
H 2.287 -2.347 0.096
O -0.390 3.259 2.531
H 0.354 3.549 2.024
H -0.611 2.457 2.091
O -2.041 -2.225 0.932
H -2.837 -2.437 0.464
H -1.492 -1.826 0.279
O 1.893 1.844 -0.419
H 1.259 1.744 -1.134
H 1.353 1.538 0.322
O -0.313 -0.371 -0.276
H 0.505 -0.634 0.105
H -0.781 0.069 0.453
O -2.105 -2.241 -2.165
H -2.832 -2.505 -1.663
H -2.187 -1.254 -2.065
*
```

---

*y*
Computed, not measured: a 15-piece molecular cluster, H30O15 overall, with ωB97M-V/def2-TZVPD.

LUMO = 0.01 eV
gap between HOMO and LUMO = 10.063 eV
E_HOMO = -0.3696 hartree

```
! wB97M-V def2-TZVPD RIJCOSX def2/J DEFGRID3
* xyz 0 1
O -1.469 1.045 4.199
H -2.286 0.670 4.538
H -1.209 0.819 3.284
O -1.770 0.347 0.272
H -2.071 -0.555 0.022
H -0.969 0.164 0.673
O 2.763 -0.203 -0.458
H 2.567 0.024 -1.447
H 3.608 -0.026 -0.154
O 3.365 0.125 -2.976
H 3.393 -0.670 -2.930
H 4.174 0.560 -2.683
O -3.447 -2.710 0.498
H -3.329 -2.343 -0.378
H -2.459 -2.919 0.922
O 0.897 -1.147 -2.842
H 0.232 -1.862 -3.007
H 1.117 -0.718 -3.728
O 0.191 2.175 -1.512
H -0.429 1.421 -1.026
H 0.642 2.794 -0.984
O 1.440 -2.852 -0.585
H 1.425 -3.184 0.520
H 1.994 -2.105 -0.563
O 0.873 0.841 1.177
H 0.665 1.686 1.404
H 1.588 0.665 0.641
O 2.537 1.544 3.102
H 2.305 1.390 4.042
H 1.855 1.242 2.408
O -0.927 -3.188 -2.496
H -0.679 -3.917 -2.923
H -0.349 -3.068 -1.727
O 1.276 -1.633 3.045
H 2.018 -1.713 3.624
H 1.085 -0.708 2.859
O -4.017 -0.150 -2.269
H -3.292 -0.208 -2.809
H -3.930 -0.892 -1.666
O -3.207 2.289 -0.981
H -3.180 1.679 -1.784
H -4.157 2.701 -1.243
O 0.254 3.926 1.764
H 0.568 3.847 2.547
H 0.340 4.816 1.632
*
```

---

*z*
Computed, not measured: a 15-piece molecular cluster, H30O15 overall, with ωB97M-V/def2-TZVPD.

LUMO = -0.25 eV
gap between HOMO and LUMO = 10.174 eV
E_HOMO = -0.3829 hartree

```
! wB97M-V def2-TZVPD RIJCOSX def2/J DEFGRID3
* xyz 0 1
O 0.996 -2.448 0.215
H 0.219 -2.204 0.723
H 1.059 -3.355 0.456
O -0.598 -2.000 2.493
H -0.863 -1.036 2.602
H -1.477 -2.476 2.611
O -1.959 3.118 1.077
H -1.454 3.361 1.843
H -1.362 2.870 0.348
O -3.010 -0.130 -1.806
H -3.650 -0.562 -2.356
H -2.145 -0.376 -2.106
O -2.099 -1.982 0.182
H -1.696 -1.101 0.265
H -2.745 -1.839 -0.502
O 1.764 2.423 0.697
H 1.803 2.118 1.618
H 1.354 1.767 0.234
O -0.430 -3.311 -1.981
H -0.052 -2.864 -1.207
H 0.266 -3.865 -2.257
O 2.237 0.356 -1.465
H 2.680 -0.489 -1.306
H 2.810 0.664 -2.185
O 0.968 2.429 -3.495
H 1.618 1.793 -3.684
H 0.435 2.008 -2.789
O -0.202 0.136 0.278
H 0.447 -0.461 -0.034
H -0.117 0.868 -0.326
O -1.381 0.428 2.856
H -2.034 0.490 2.178
H -1.351 1.258 3.318
O 1.316 1.114 3.025
H 0.433 0.843 2.724
H 1.955 0.410 2.772
O -0.572 2.662 -1.185
H -1.342 2.702 -1.716
H -0.364 3.616 -1.127
O 2.488 -1.248 2.483
H 1.943 -1.735 1.854
H 3.303 -1.824 2.561
O -0.117 -0.590 -2.668
H 0.629 -0.170 -2.294
H 0.298 -1.375 -2.924
*
```

---

*z* is preferred energetically. Next in line: 0.0024 hartree higher.